<1>
Molecular formula: C5H10N3O3
Method: DFT, the ωB97M-V functional and the def2-TZVPD basis

As for the total charge: +1. The structure (SMILES) is C/C(O)=C(\O)NC(=O)NC=[NH2+]. The multiplicity is 1. For the HOMO-LUMO gap, the calculation gives 0.314 Ha.

Positions of all 21 atoms, in Å:
1 O -3.04 0.60 2.33
2 O 1.69 0.54 2.14
3 O -0.44 -1.18 -0.20
4 N -2.56 0.54 0.11
5 N -0.90 0.11 1.74
6 N -2.27 1.25 -2.06
7 C 1.36 -0.25 1.09
8 C -2.18 0.41 1.53
9 C 0.06 -0.46 0.86
10 C -1.82 0.98 -0.86
11 C 2.46 -0.87 0.29
12 H -0.77 1.17 -0.67
13 H -3.24 1.10 -2.31
14 H 3.06 -1.52 0.93
15 H -3.57 0.43 -0.01
16 H 2.05 -1.46 -0.53
17 H 2.65 0.57 2.25
18 H -0.58 0.21 2.70
19 H -1.65 1.59 -2.78
20 H 3.11 -0.10 -0.12
21 H -0.52 -2.12 0.04

<2>
Molecular formula: C5H10N3O3
Method: DFT, the ωB97M-V functional and the def2-TZVPD basis

As for the total charge: +1. The multiplicity is 1. For the HOMO-LUMO gap, the calculation gives 0.326 Ha.

Positions of all 21 atoms, in Å:
1 O 2.15 1.47 1.03
2 O 0.48 -0.35 -2.25
3 O 2.43 -0.51 0.23
4 N 0.36 -0.60 -1.06
5 N 0.17 -1.77 -0.64
6 N 1.84 0.51 0.43
7 C -1.70 1.64 -0.81
8 C 0.25 -2.14 0.80
9 C 0.41 0.39 -0.11
10 C -0.26 1.70 -0.36
11 C -0.07 -0.85 1.53
12 H -2.22 0.83 -1.48
13 H -2.44 1.72 -0.05
14 H -0.67 -2.87 0.95
15 H -1.16 -0.55 1.75
16 H 0.63 -0.57 2.35
17 H 0.39 2.09 -1.13
18 H 0.29 -2.59 -1.28
19 H 1.13 -2.56 1.01
20 H -0.09 2.39 0.55
21 H -1.94 2.60 -1.44

What is the most stable structure shown above? It is <1>.